Density functional theory data (ωB97M-V with the def2-TZVPD basis set) for a molecular structure, C6H11GdNO in a non-equilibrium geometry.

## Properties
* frontier orbital gap (spin up / spin down): 6.271 / 6.331 eV
* HOMO (spin up / spin down): -19.80 / -19.76 eV

The geometry in ORCA input format:
```
! wB97M-V def2-TZVPD RIJCOSX def2/J DEFGRID3
* xyz 3 8
C 0.68026 2.89034 0.04558
C 0.44299 1.80548 -0.42017
C 0.40766 0.59318 -1.23464
C -0.08696 -0.70584 -0.52272
C -1.60452 -0.74043 -0.38049
N -2.03094 -2.04108 0.05266
O 0.37993 -0.75444 0.79909
C 1.71464 -1.29756 0.93913
H 0.71080 3.72800 0.66695
H 1.42954 0.42310 -1.58426
H -0.21229 0.78047 -2.11617
H 0.26293 -1.55867 -1.11192
H -2.13800 -0.42307 -1.28385
H -1.93580 -0.05952 0.42259
H -1.30488 -2.56067 0.56973
H -2.89291 -2.13385 0.60403
H 1.81181 -2.21956 0.36637
H 1.86535 -1.51920 1.99075
H 2.45696 -0.56079 0.63232
Gd -0.39528 5.14741 1.51119
*
```

=====

Density functional theory data (ωB97M-V with the def2-TZVPD basis set) for a molecular structure, C26H43Cl2OPSc in a non-equilibrium geometry.

## Properties
* ΔE to the lowest compared entry with this formula, charge and spin: 116.9 kJ/mol
* frontier orbital gap: 3.717 eV
* HOMO: -1.88 eV

The geometry in ORCA input format:
```
! wB97M-V def2-TZVPD RIJCOSX def2/J DEFGRID3
* xyz -1 1
P -0.17103 0.99052 -2.91090
C -1.79688 0.36558 -3.43474
C -2.33762 1.07686 -4.67112
C -3.78742 0.62383 -4.92767
C -3.91565 -0.90316 -5.01032
C -3.29076 -1.62824 -3.81190
C -1.85202 -1.16826 -3.54372
C 1.25388 0.26247 -3.78771
C 1.18682 0.51558 -5.29451
C 2.52684 0.09674 -5.92202
C 2.89370 -1.35818 -5.59757
C 2.81934 -1.68751 -4.09974
C 1.51448 -1.21821 -3.44929
C -0.06907 2.81934 -2.90581
C -1.21073 3.39978 -2.05027
C -1.13651 4.93316 -1.95598
C 0.22369 5.44804 -1.47542
C 1.38255 4.83028 -2.26550
C 1.28674 3.29675 -2.35382
H -2.42767 0.65096 -2.56731
H -1.70819 0.84190 -5.54413
H -2.30806 2.16978 -4.54884
H -4.13383 1.07912 -5.86251
H -4.42481 0.99538 -4.11078
H -4.97052 -1.18348 -5.09957
H -3.42450 -1.25025 -5.92840
H -3.89632 -1.43826 -2.91407
H -3.28131 -2.70945 -3.99036
H -1.47646 -1.64154 -2.62427
H -1.20526 -1.50955 -4.36760
H 2.10352 0.83613 -3.36413
H 3.31870 0.75776 -5.54155
H 0.97135 1.57392 -5.51174
H 0.36491 -0.07428 -5.73303
H 2.46164 0.23822 -7.00676
H 3.90302 -1.56925 -5.96800
H 2.21867 -2.02830 -6.14481
H 2.91300 -2.76972 -3.94683
H 3.66489 -1.20785 -3.58586
H 1.55837 -1.34787 -2.36014
H 0.68711 -1.84414 -3.80839
H -0.18626 3.07694 -3.98098
H -2.19080 3.12088 -2.46168
H -1.15557 2.95985 -1.04087
H -1.32676 5.36072 -2.95218
H -1.94158 5.27820 -1.29653
H 0.35278 5.20800 -0.41417
H 0.24837 6.53792 -1.56910
H 2.34340 5.09322 -1.80627
H 1.38204 5.25798 -3.27877
H 2.11575 2.92711 -2.96614
H 1.41718 2.86113 -1.35008
Sc 0.43106 -0.62641 1.60832
Cl 2.14363 0.43881 0.40581
Cl -1.31593 0.81869 1.11183
C -0.38165 -2.08653 0.29343
H -1.28860 -1.92689 -0.30008
C 0.34288 -3.23284 -0.09342
C 1.79705 -3.21196 -0.08916
C 2.52688 -4.39199 -0.14447
C 1.87470 -5.62618 -0.28850
C 0.47322 -5.66086 -0.43087
C -0.27501 -4.49750 -0.40842
H 2.29904 -2.23445 0.00956
H 3.61687 -4.35063 -0.04932
H -0.02947 -6.61989 -0.53988
H -1.36180 -4.52164 -0.51918
H 2.45018 -6.54978 -0.28362
C -0.71019 -0.38287 4.27449
O 0.49755 -0.90398 3.69820
H -1.04087 0.47696 3.69275
H -0.56689 -0.10882 5.32044
H -1.47030 -1.15450 4.19744
H 1.18492 -1.06597 4.36434
*
```